# 1
This record from the OMol25 dataset describes a cluster of 6 separate species, C25H59F3NO14PS2 in total. The level of theory is wB97M-V/def2-TZVPD.

Each line ends with the Löwdin charge.
Geometry (Å):
C1 1.052 1.402 -1.676  -0.129
C2 0.338 0.098 -2.369  -0.117
C3 0.343 0.153 -4.041  -0.270
O1 0.384 -1.029 -4.652  -0.006
O2 0.242 1.483 -4.634  -0.159
C4 1.137 1.704 -5.772  -0.860
S1 0.471 0.867 -7.357  0.770
P1 0.981 3.612 -6.146  0.726
N1 1.611 4.043 -7.569  -0.327
S2 2.952 1.397 -5.467  0.859
O3 3.808 2.625 -5.974  -0.361
O4 3.341 1.274 -3.943  -0.327
C5 3.657 -0.085 -6.446  -0.278
F1 2.901 -1.339 -6.231  0.025
F2 3.785 0.313 -7.882  -0.015
F3 5.039 -0.301 -5.904  0.021
H1 0.677 1.585 -0.563  0.081
H2 2.211 1.150 -1.568  0.084
H3 0.953 2.402 -2.275  0.079
H4 0.763 -0.925 -1.994  0.131
H5 -0.811 0.112 -2.041  0.134
H6 -0.069 1.887 -8.160  -0.081
H7 1.669 4.378 -5.111  0.039
H8 -0.428 3.943 -6.118  0.028
H9 2.027 3.197 -8.016  -0.042
C6 8.228 0.197 -12.015  -0.113
O5 8.111 1.480 -11.411  -0.195
C7 7.278 2.361 -12.170  -0.196
C8 5.898 2.511 -11.526  -0.192
O6 5.145 1.298 -11.626  -0.192
C9 5.109 0.586 -10.393  -0.113
H10 8.738 -0.468 -11.313  0.089
H11 7.249 -0.230 -12.248  0.083
H12 8.828 0.269 -12.927  0.086
H13 7.193 2.024 -13.211  0.124
H14 7.772 3.339 -12.175  0.122
H15 5.336 3.276 -12.073  0.122
H16 5.983 2.838 -10.483  0.127
H17 4.490 1.127 -9.671  0.067
H18 6.111 0.437 -9.984  0.088
H19 4.659 -0.392 -10.575  0.093
C10 -1.594 1.048 2.260  -0.098
O7 -0.962 0.064 1.449  -0.206
C11 0.051 -0.654 2.161  -0.183
C12 -0.435 -2.049 2.560  -0.177
O8 -1.452 -1.976 3.564  -0.223
C13 -2.752 -2.205 3.029  -0.099
H20 -2.454 1.443 1.712  0.084
H21 -1.949 0.625 3.204  0.076
H22 -0.899 1.869 2.458  0.092
H23 0.391 -0.090 3.039  0.105
H24 0.902 -0.759 1.480  0.124
H25 0.403 -2.601 2.999  0.126
H26 -0.785 -2.610 1.684  0.126
H27 -2.855 -3.255 2.740  0.092
H28 -2.952 -1.562 2.169  0.081
H29 -3.486 -1.983 3.807  0.081
C14 2.315 -2.716 7.565  -0.107
O9 2.846 -1.419 7.810  -0.194
C15 3.639 -0.944 6.717  -0.193
C16 2.877 0.096 5.891  -0.189
O10 1.790 -0.503 5.179  -0.204
C17 0.533 -0.229 5.790  -0.107
H30 1.599 -2.949 8.358  0.089
H31 1.796 -2.764 6.603  0.078
H32 3.119 -3.458 7.591  0.088
H33 3.979 -1.775 6.086  0.125
H34 4.524 -0.468 7.151  0.123
H35 3.556 0.512 5.139  0.123
H36 2.528 0.922 6.523  0.126
H37 0.278 0.827 5.658  0.092
H38 0.538 -0.480 6.853  0.086
H39 -0.228 -0.836 5.293  0.063
C18 -8.293 2.505 2.652  -0.111
O11 -7.996 1.146 2.357  -0.194
C19 -7.184 1.012 1.186  -0.193
C20 -5.730 0.705 1.552  -0.195
O12 -5.103 1.832 2.172  -0.206
C21 -4.984 1.672 3.582  -0.104
H40 -8.773 2.546 3.634  0.090
H41 -7.389 3.119 2.682  0.083
H42 -8.988 2.904 1.907  0.087
H43 -7.251 1.907 0.556  0.125
H44 -7.589 0.169 0.615  0.123
H45 -5.173 0.500 0.632  0.123
H46 -5.664 -0.185 2.191  0.122
H47 -4.240 0.902 3.806  0.069
H48 -5.940 1.409 4.039  0.086
H49 -4.645 2.620 4.006  0.094
C22 -5.353 -3.383 7.233  -0.111
O13 -4.715 -2.257 7.824  -0.196
C23 -3.959 -2.612 8.986  -0.194
C24 -2.459 -2.644 8.683  -0.193
O14 -2.128 -3.735 7.818  -0.192
C25 -1.898 -3.308 6.479  -0.104
H50 -5.775 -3.073 6.273  0.087
H51 -4.648 -4.199 7.056  0.084
H52 -6.167 -3.729 7.878  0.087
H53 -4.298 -3.570 9.399  0.125
H54 -4.150 -1.837 9.737  0.122
H55 -1.915 -2.807 9.619  0.122
H56 -2.122 -1.689 8.261  0.123
H57 -0.963 -2.742 6.426  0.066
H58 -2.723 -2.698 6.104  0.075
H59 -1.806 -4.195 5.848  0.096

The value obtained for the LUMO energy is -0.98 eV. For the relative energy (zero: lowest compared OMol25 entry of this formula, charge and spin), the calculation gives 3.809 eV. Its orbital gap is 8.1 eV. Its SMILES is CCC(=O)O[C@@](S)([PH2]=N)S(=O)(=O)C(F)(F)F.COCCOC.COCCOC.COCCOC.COCCOC.COCCOC. The HOMO energy comes out at -0.3323 Eh. Its max |F| is 9.5 eV/A.

***

# 2
This record from the OMol25 dataset describes a cluster of 7 separate species, C37H72O15 in total. The level of theory is wB97M-V/def2-TZVPD.

Each line ends with the Löwdin charge.
Geometry (Å):
C1 4.417 0.874 2.031  -0.105
C2 2.976 1.385 1.688  -0.248
C3 2.540 0.946 0.272  -0.216
C4 2.417 -0.614 0.123  -0.217
C5 1.298 -1.032 -0.873  -0.211
C6 -0.146 -0.837 -0.348  -0.209
C7 -0.482 -1.634 0.936  -0.193
C8 -1.733 -1.132 1.707  -0.176
C9 -2.973 -0.795 0.818  -0.116
C10 -3.590 0.538 1.340  -0.444
C11 -4.040 0.357 2.830  0.002
C12 -4.791 0.887 0.430  -0.065
O1 -4.292 2.088 -0.201  0.034
C13 -3.195 2.585 0.449  -0.568
O2 -2.766 3.630 0.264  0.209
O3 -2.710 1.669 1.345  0.093
H1 4.339 -0.107 2.525  0.064
H2 4.977 0.815 1.084  0.074
H3 4.873 1.623 2.685  0.036
H4 2.263 0.992 2.438  0.103
H5 2.937 2.487 1.715  0.080
H6 3.295 1.271 -0.468  0.107
H7 1.562 1.391 0.013  0.097
H8 3.382 -0.938 -0.314  0.108
H9 2.347 -1.095 1.111  0.083
H10 1.431 -2.049 -1.273  0.092
H11 1.404 -0.353 -1.747  0.109
H12 -0.432 0.228 -0.240  0.109
H13 -0.817 -1.225 -1.145  0.105
H14 0.382 -1.509 1.619  0.098
H15 -0.534 -2.723 0.756  0.112
H16 -2.041 -1.966 2.372  0.109
H17 -1.467 -0.312 2.394  0.108
H18 -2.766 -0.755 -0.261  0.104
H19 -3.772 -1.547 0.949  0.124
H20 -4.943 0.941 3.062  0.084
H21 -4.193 -0.724 2.997  0.090
H22 -3.228 0.671 3.503  0.088
H23 -4.833 0.161 -0.396  0.110
H24 -5.775 0.976 0.916  0.132
O4 -4.690 -1.822 -1.768  0.087
C14 -5.473 -1.809 -2.686  -0.519
O5 -6.724 -1.375 -2.483  0.009
C15 -7.672 -1.144 -3.538  -0.226
C16 -8.392 -2.421 -3.918  -0.057
C17 -5.089 -2.352 -4.041  0.014
H25 -7.194 -0.661 -4.392  0.119
H26 -8.392 -0.429 -3.143  0.094
H27 -7.702 -3.175 -4.303  0.065
H28 -9.146 -2.222 -4.680  0.085
H29 -8.880 -2.854 -3.044  0.085
H30 -5.198 -3.437 -4.031  0.096
H31 -4.047 -2.098 -4.228  0.092
H32 -5.664 -1.936 -4.864  0.070
O6 2.247 -3.724 0.415  0.102
C18 2.793 -4.369 1.272  -0.499
O7 3.709 -3.775 2.062  -0.002
C19 4.282 -4.389 3.219  -0.234
C20 5.463 -5.264 2.853  -0.066
C21 2.535 -5.848 1.419  0.008
H33 3.523 -4.928 3.790  0.115
H34 4.622 -3.570 3.853  0.122
H35 5.167 -6.087 2.201  0.067
H36 5.924 -5.682 3.749  0.081
H37 6.211 -4.682 2.311  0.083
H38 3.145 -6.390 0.697  0.102
H39 1.486 -6.033 1.213  0.073
H40 2.725 -6.235 2.417  0.076
O8 1.105 -8.341 1.349  0.086
C22 0.318 -8.348 0.439  -0.529
O9 -0.944 -7.934 0.652  0.003
C23 -1.905 -7.726 -0.389  -0.231
C24 -2.609 -9.017 -0.756  -0.066
C25 0.697 -8.895 -0.916  0.017
H41 -1.446 -7.239 -1.251  0.116
H42 -2.631 -7.021 0.013  0.124
H43 -1.911 -9.759 -1.146  0.067
H44 -3.375 -8.835 -1.510  0.082
H45 -3.079 -9.455 0.126  0.084
H46 0.606 -9.980 -0.898  0.097
H47 1.733 -8.625 -1.116  0.091
H48 0.108 -8.494 -1.737  0.070
O10 5.494 3.593 2.139  0.085
C26 5.004 4.642 2.470  -0.508
O11 3.746 4.939 2.097  -0.006
C27 3.013 6.068 2.585  -0.231
C28 3.328 7.316 1.786  -0.063
C29 5.811 5.671 3.222  0.021
H49 3.174 6.204 3.656  0.114
H50 1.960 5.814 2.461  0.124
H51 4.379 7.593 1.868  0.070
H52 2.721 8.155 2.132  0.081
H53 3.125 7.148 0.727  0.084
H54 6.416 6.236 2.511  0.090
H55 6.466 5.152 3.919  0.092
H56 5.212 6.358 3.816  0.069
O12 -9.485 1.487 -3.686  0.086
C30 -8.753 2.326 -3.222  -0.527
O13 -8.215 2.132 -2.009  0.006
C31 -7.197 2.969 -1.435  -0.216
C32 -7.805 4.174 -0.749  -0.054
C33 -8.504 3.628 -3.943  0.015
H57 -6.448 3.242 -2.180  0.122
H58 -6.686 2.357 -0.697  0.093
H59 -8.345 4.809 -1.454  0.068
H60 -7.029 4.773 -0.270  0.086
H61 -8.523 3.857 0.008  0.085
H62 -9.330 4.309 -3.739  0.098
H63 -8.463 3.424 -5.012  0.091
H64 -7.564 4.107 -3.680  0.072
O14 8.025 8.037 0.356  0.096
C34 8.431 7.156 -0.357  -0.532
O15 7.761 5.992 -0.417  -0.007
C35 8.038 4.947 -1.356  -0.229
C36 9.148 4.043 -0.862  -0.063
C37 9.728 7.302 -1.115  0.010
H65 8.240 5.357 -2.347  0.114
H66 7.117 4.372 -1.440  0.125
H67 10.087 4.587 -0.745  0.067
H68 9.311 3.220 -1.560  0.082
H69 8.894 3.632 0.115  0.085
H70 10.557 7.073 -0.447  0.097
H71 9.812 8.334 -1.452  0.091
H72 9.794 6.679 -2.004  0.068

The value obtained for the LUMO energy is 0.48 eV. Its orbital gap is 10.1 eV. Its SMILES is CCCCCCCCC[C@]1(C)COC(=O)O1.CCOC(C)=O.CCOC(C)=O.CCOC(C)=O.CCOC(C)=O.CCOC(C)=O.CCOC(C)=O. The HOMO energy comes out at -0.3517 Eh. Its max |F| is 4.5 eV/A.

***

# 3
This record from the OMol25 dataset describes a structure of composition C24H20As5F30HgN4O8. The level of theory is wB97M-V/def2-TZVPD.

Each line ends with the Löwdin charge.
Geometry (Å):
Hg1 0.459 -0.697 -0.662  1.335
As1 -3.226 -1.448 -2.082  0.732
F1 -1.600 -0.871 -1.534  -0.325
F2 -3.903 -0.625 -0.692  -0.249
F3 -4.842 -1.894 -2.524  -0.261
F4 -2.575 -2.279 -3.407  -0.200
F5 -3.023 -2.810 -1.073  -0.206
F6 -3.295 0.014 -3.005  -0.244
As2 1.490 -1.663 -4.404  0.739
F7 0.336 -2.922 -4.357  -0.222
F8 2.754 -2.822 -4.451  -0.227
F9 2.652 -0.385 -4.356  -0.251
F10 0.186 -0.498 -4.434  -0.266
F11 1.430 -1.566 -2.604  -0.310
F12 1.501 -1.625 -6.155  -0.288
As3 4.603 -2.372 -0.594  0.716
F13 4.566 -0.991 -1.647  -0.259
F14 4.066 -3.350 -1.900  -0.236
F15 4.476 -3.755 0.422  -0.243
F16 5.152 -1.400 0.742  -0.274
F17 2.932 -1.931 -0.145  -0.307
F18 6.268 -2.715 -0.969  -0.281
As4 1.338 -2.414 3.245  0.725
F19 2.434 -3.595 2.707  -0.205
F20 0.022 -3.441 2.823  -0.237
F21 0.250 -1.162 3.819  -0.279
F22 2.653 -1.360 3.688  -0.258
F23 1.238 -1.622 1.666  -0.295
F24 1.345 -3.126 4.839  -0.279
As5 0.345 -4.904 -0.738  0.729
F25 -0.001 -6.626 -0.777  -0.296
F26 1.580 -5.240 0.409  -0.235
F27 0.593 -3.137 -0.642  -0.307
F28 -0.802 -4.665 -2.007  -0.250
F29 -0.818 -4.728 0.531  -0.249
F30 1.530 -5.043 -1.984  -0.241
C1 -5.255 -4.010 2.426  -0.100
C2 -3.894 -4.271 2.431  -0.056
C3 -2.980 -3.270 2.154  0.022
C4 -3.502 -2.002 1.958  -0.151
C5 -4.849 -1.722 1.938  -0.030
C6 -5.753 -2.743 2.139  -0.086
N1 -2.537 -0.904 1.823  -0.315
O1 -1.481 -1.147 1.316  0.046
O2 -2.893 0.197 2.219  0.062
H1 -5.892 -4.867 2.618  0.091
H2 -3.516 -5.266 2.626  0.111
H3 -1.913 -3.442 2.132  0.088
H4 -5.080 -0.702 1.659  0.111
H5 -6.801 -2.674 1.876  0.094
C7 3.786 3.011 3.413  -0.101
C8 3.520 1.663 3.202  -0.054
C9 3.190 1.237 1.921  0.004
C10 3.340 2.102 0.857  -0.133
C11 3.721 3.420 1.026  -0.004
C12 3.867 3.876 2.326  -0.094
N2 3.123 1.584 -0.490  -0.291
O3 2.448 0.583 -0.663  -0.019
O4 3.617 2.234 -1.390  0.100
H6 3.880 3.369 4.432  0.097
H7 3.492 0.938 4.000  0.106
H8 2.945 0.196 1.739  0.109
H9 3.918 4.083 0.198  0.115
H10 4.187 4.891 2.541  0.095
C13 -0.773 4.593 4.269  -0.081
C14 0.265 3.711 4.022  -0.063
C15 0.233 2.836 2.952  0.035
C16 -0.849 2.883 2.099  -0.127
C17 -1.866 3.807 2.268  0.000
C18 -1.815 4.664 3.341  -0.086
N3 -0.845 2.010 0.945  -0.309
O5 -0.005 1.144 0.896  0.018
O6 -1.694 2.183 0.095  0.106
H11 -0.694 5.301 5.083  0.096
H12 1.085 3.706 4.730  0.102
H13 1.083 2.184 2.810  0.101
H14 -2.746 3.722 1.645  0.124
H15 -2.448 5.543 3.410  0.099
C19 -1.797 3.932 -5.705  -0.094
C20 -1.174 4.782 -4.798  -0.092
C21 -0.649 4.232 -3.647  -0.015
C22 -0.638 2.861 -3.458  -0.117
C23 -1.330 2.053 -4.329  0.015
C24 -1.964 2.572 -5.436  -0.042
N4 0.174 2.314 -2.382  -0.286
O7 0.830 3.089 -1.717  0.081
O8 0.113 1.118 -2.210  0.011
H16 -2.189 4.302 -6.648  0.094
H17 -1.067 5.820 -5.080  0.094
H18 -0.172 4.929 -2.971  0.113
H19 -1.384 0.986 -4.148  0.100
H20 -2.485 2.030 -6.210  0.110

The charge is -3. The value obtained for the LUMO energy is 4.46 eV. Its orbital gap is 8.2 eV. The HOMO energy comes out at -0.1382 Eh. Its max |F| is 2.0 eV/A.

***

# 4
This record from the OMol25 dataset describes a structure of composition C30H46BrN3P2Pb. The level of theory is wB97M-V/def2-TZVPD.

Each line ends with the Löwdin charge.
Geometry (Å):
N1 4.537 0.927 2.408  0.063
C1 4.302 -0.368 2.670  -0.115
C2 4.577 -1.415 1.780  0.014
C3 5.101 -1.085 0.506  -0.200
C4 5.391 0.276 0.257  -0.011
C5 5.078 1.230 1.220  -0.126
C6 5.008 -1.949 -0.649  0.014
Pb1 -0.325 -0.535 -1.582  1.177
P1 -3.548 -0.268 -1.256  0.887
C7 4.667 -1.427 -1.883  -0.029
C8 3.429 -1.739 -2.563  -0.180
C9 2.871 -0.871 -3.534  0.012
C10 1.522 -0.941 -3.883  -0.143
C11 0.782 -1.928 -3.240  -0.598
C12 1.314 -2.971 -2.511  -0.123
C13 2.670 -2.883 -2.205  0.018
Br1 -1.493 -1.911 -3.598  0.712
H1 5.137 -3.026 -0.519  0.137
H2 5.234 -0.566 -2.292  0.130
H3 4.399 -2.442 2.073  0.116
H4 5.833 0.586 -0.678  0.109
H5 3.915 -0.559 3.673  0.117
H6 5.294 2.284 1.032  0.119
H7 3.515 -0.086 -3.931  0.139
H8 3.148 -3.651 -1.612  0.132
H9 1.009 -0.211 -4.525  0.132
H10 0.658 -3.765 -2.129  0.130
P2 -0.022 2.530 0.226  0.877
C14 -3.781 -2.114 -1.311  -0.458
C15 -4.656 -2.697 -2.419  -0.162
H11 -4.134 -2.449 -0.320  0.094
H12 -2.766 -2.541 -1.415  -0.015
H13 -4.781 -3.779 -2.262  0.091
H14 -5.663 -2.266 -2.435  0.062
H15 -4.188 -2.585 -3.405  0.032
C16 -3.545 0.573 -2.913  -0.475
C17 -4.736 0.387 -3.841  -0.133
H16 -2.639 0.230 -3.453  -0.043
H17 -3.382 1.641 -2.684  0.077
H18 -4.422 0.656 -4.862  0.086
H19 -5.078 -0.655 -3.879  0.052
H20 -5.589 1.038 -3.593  0.087
C18 -5.022 0.507 -0.502  -0.396
C19 -6.274 -0.321 -0.723  -0.142
H21 -5.122 1.524 -0.908  0.089
H22 -4.789 0.610 0.570  0.076
H23 -7.142 0.150 -0.256  0.089
H24 -6.507 -0.431 -1.789  0.063
H25 -6.160 -1.316 -0.283  0.073
C20 -1.003 3.527 1.437  -0.404
C21 -2.471 3.095 1.495  -0.157
H26 -0.913 4.583 1.140  0.093
H27 -0.530 3.427 2.425  0.069
H28 -3.001 3.682 2.256  0.083
H29 -2.985 3.250 0.537  0.061
H30 -2.567 2.034 1.763  0.055
C22 -0.451 3.459 -1.307  -0.431
C23 0.417 3.126 -2.520  -0.156
H31 -0.404 4.533 -1.057  0.093
H32 -1.510 3.225 -1.517  0.067
H33 0.142 3.787 -3.352  0.088
H34 1.486 3.270 -2.313  0.072
H35 0.270 2.090 -2.865  0.013
C24 1.697 3.122 0.578  -0.405
C25 2.178 2.937 2.019  -0.161
H36 1.771 4.174 0.262  0.095
H37 2.340 2.531 -0.096  0.063
H38 3.207 3.303 2.116  0.070
H39 1.560 3.473 2.750  0.068
H40 2.215 1.877 2.300  0.044
N2 -0.150 0.267 2.698  0.139
C26 -0.235 -1.081 2.574  -0.373
C27 -0.308 -1.907 3.723  -0.012
C28 -0.388 -3.274 3.563  -0.053
C29 -0.403 -3.795 2.261  -0.071
C30 -0.333 -2.911 1.175  -0.179
N3 -0.246 -1.573 1.306  0.031
H41 -0.143 0.868 1.885  -0.017
H42 -0.186 0.706 3.613  0.120
H43 -0.299 -1.414 4.703  0.124
H44 -0.444 -3.940 4.431  0.126
H45 -0.474 -4.862 2.070  0.106
H46 -0.359 -3.306 0.151  0.079

The charge is +2. The value obtained for the LUMO energy (spin up / spin down) is -7.47 / -7.47 eV. For the relative energy (zero: lowest compared OMol25 entry of this formula, charge and spin), the calculation gives 0.000 eV. Its orbital gap (spin up / spin down) is 5.7 / 5.7 eV. The HOMO energy (spin up / spin down) comes out at -0.4830 / -0.4829 Eh. Its max |F| is 4.5 eV/A.